{"formula": "C20H15F4NO2S", "method": "ωB97M-V with the def2-TZVPD basis set", "symbols": ["F", "C", "C", "C", "F", "C", "C", "C", "C", "C", "C", "F", "C", "C", "F", "C", "C", "H", "H", "H", "H", "H", "H", "H", "C", "C", "C", "C", "C", "S", "N", "O", "O", "C", "C", "H", "H", "H", "H", "H", "H", "H", "H"], "xyz": [[-3.772, 4.286, -1.732], [-3.506, 2.933, -1.682], [-4.582, 2.049, -1.672], [-4.262, 0.688, -1.621], [-5.303, -0.215, -1.660], [-2.965, 0.220, -1.559], [-1.867, 1.143, -1.536], [-0.576, 0.583, -1.376], [0.714, 1.148, -1.528], [1.806, 0.224, -1.626], [3.105, 0.688, -1.657], [4.144, -0.217, -1.648], [3.427, 2.048, -1.677], [2.355, 2.935, -1.617], [2.625, 4.288, -1.639], [1.028, 2.538, -1.546], [-2.176, 2.531, -1.658], [-5.607, 2.403, -1.739], [-2.757, -0.847, -1.500], [-0.577, -0.502, -1.230], [1.598, -0.846, -1.608], [4.452, 2.400, -1.755], [0.249, 3.278, -1.426], [-1.387, 3.269, -1.688], [0.930, -5.080, 1.530], [0.888, -3.609, 1.817], [-0.070, -3.088, 2.694], [-0.132, -1.720, 2.962], [0.759, -0.856, 2.318], [0.630, 0.927, 2.546], [-0.282, 1.202, 1.307], [0.011, 1.096, 3.851], [2.006, 1.372, 2.407], [1.769, -1.367, 1.498], [1.802, -2.733, 1.220], [1.727, -5.302, 0.818], [1.111, -5.651, 2.447], [-0.019, -5.427, 1.106], [-0.779, -3.766, 3.175], [-0.865, -1.317, 3.656], [-0.719, 2.120, 1.425], [2.514, -0.703, 1.069], [2.557, -3.125, 0.535]], "molar_mass_g_mol": 409.404, "homo_ev": -7.8634, "e_lumo_ha": -0.131, "orbital_gap_ev": 4.29}